1.
Entry from OMol25: a 12-piece molecular cluster, C14H31BCl22NOS overall (wB97M-V/def2-TZVPD).

Output
- orbital gap (eV) = 8.7

Structure (ORCA input):
```
! RIJCOSX wB97M-V def2-TZVPD def2/J DEFGRID3
* xyz 1 1
C -1.909 -2.859 0.038
C -2.933 -2.220 -0.508
C -4.111 -3.014 -1.034
S -5.234 -3.229 0.382
B -7.029 -2.753 -0.069
N -7.364 -1.533 -0.759
O -7.989 -3.631 0.324
H -1.786 -3.931 -0.096
H -1.204 -2.333 0.671
H -2.949 -1.136 -0.536
H -4.599 -2.552 -1.892
H -3.723 -3.976 -1.367
H -4.816 -2.276 1.280
H -8.199 -1.745 -1.304
H -7.704 -0.870 -0.057
H -7.643 -4.536 0.308
C 1.451 -0.731 1.339
Cl -0.024 -0.986 2.298
Cl 1.559 -1.854 -0.016
H 1.435 0.282 0.955
H 2.311 -0.878 1.983
C 3.226 2.473 -0.698
Cl 3.809 0.817 -0.932
Cl 1.547 2.488 -0.143
H 3.842 2.964 0.050
H 3.286 3.002 -1.642
C 4.622 6.013 1.022
Cl 4.533 4.407 1.761
Cl 3.504 6.158 -0.342
H 4.358 6.753 1.770
H 5.640 6.171 0.664
C 8.424 5.016 -0.599
Cl 7.400 5.528 -1.945
Cl 7.857 5.690 0.936
H 8.395 3.935 -0.532
H 9.436 5.359 -0.776
C 4.777 -1.238 -4.041
Cl 3.443 -1.915 -4.985
Cl 5.888 -0.305 -5.047
H 4.362 -0.583 -3.285
H 5.324 -2.053 -3.580
C -2.968 -1.901 4.367
Cl -3.919 -1.256 2.998
Cl -3.515 -1.218 5.888
H -3.089 -2.977 4.395
H -1.928 -1.639 4.207
C -0.720 2.121 -3.199
Cl -1.435 0.934 -2.093
Cl 0.803 1.546 -3.884
H -1.417 2.301 -4.005
H -0.532 3.036 -2.649
C 1.709 0.424 5.710
Cl 1.875 1.828 4.651
Cl 0.066 -0.233 5.672
H 2.395 -0.346 5.375
H 1.939 0.719 6.726
C 3.625 -5.389 0.636
Cl 1.956 -5.475 1.221
Cl 4.295 -3.761 0.790
H 4.231 -6.071 1.220
H 3.640 -5.672 -0.410
C -7.467 -1.383 4.127
Cl -8.368 -0.746 2.734
Cl -8.030 -0.689 5.642
H -7.601 -2.458 4.164
H -6.423 -1.128 3.991
C 0.050 3.010 -7.580
Cl -0.828 3.543 -9.014
Cl -0.632 3.699 -6.097
H -0.008 1.930 -7.515
H 1.082 3.328 -7.662
*
```

2.
Entry from OMol25: C13H17BMoN6O3 as an isolated structure (wB97M-V/def2-TZVPD).

Output
- orbital gap (spin up / spin down) (eV) = 7.1 / 7.9

Structure (ORCA input):
```
! RIJCOSX wB97M-V def2-TZVPD def2/J DEFGRID3
* xyz 2 3
Mo 0.002 -0.617 -0.088
C 0.382 -3.221 3.229
C -0.318 -2.239 2.566
N 0.276 -1.994 1.376
N 1.349 -2.828 1.268
C 1.422 -3.569 2.374
B 2.313 -2.696 0.061
N 1.463 -2.872 -1.241
C 1.702 -3.655 -2.296
C 0.778 -3.384 -3.295
C -0.030 -2.396 -2.771
N 0.378 -2.084 -1.526
N 2.871 -1.246 0.078
C 4.115 -0.771 0.088
C 4.075 0.618 0.015
C 2.737 0.940 -0.028
N 2.001 -0.196 0.005
H 0.164 -3.643 4.195
H -1.201 -1.697 2.866
H 2.205 -4.304 2.479
H 3.186 -3.498 0.105
H 2.516 -4.362 -2.266
H 0.701 -3.854 -4.260
H -0.878 -1.894 -3.210
H 4.953 -1.447 0.137
H 4.912 1.295 0.007
H 2.257 1.905 -0.074
C -3.456 0.564 -1.619
C -3.123 -0.024 -0.260
C -4.327 -0.573 0.472
O -2.104 -1.096 -0.418
C -2.375 0.993 0.591
O -2.788 1.796 1.337
O -0.964 0.892 0.357
H -3.947 -0.190 -2.235
H -2.573 0.940 -2.137
H -4.150 1.394 -1.488
H -4.882 -1.253 -0.176
H -4.983 0.255 0.738
H -4.044 -1.091 1.387
H -2.501 -1.927 -0.707
*
```

3.
Entry from OMol25: a 7-piece molecular cluster, C46H46ClF3N10O2S3 overall (wB97M-V/def2-TZVPD).

Output
- orbital gap (eV) = 6.3

Structure (ORCA input):
```
! RIJCOSX wB97M-V def2-TZVPD def2/J DEFGRID3
* xyz 0 1
C 1.298 -4.215 1.499
C 1.241 -4.056 -0.148
S -0.116 -2.916 -0.764
C 0.573 -1.179 -1.135
C -0.577 -0.132 -0.518
C -0.813 0.056 1.127
C 0.106 -0.745 2.224
C 1.096 0.225 3.124
O 2.300 -0.617 3.429
C 1.663 1.541 2.325
F 2.108 1.274 0.933
F 2.899 1.993 3.066
F 0.667 2.629 2.462
C -2.001 1.071 1.718
C -2.301 1.251 3.352
C -3.882 0.837 3.660
S -4.177 0.242 5.419
C -3.280 -1.364 5.773
N -3.558 -2.802 5.399
N -2.634 -3.743 5.908
C -1.586 -2.933 6.689
O -2.026 -1.521 6.553
C -2.885 1.882 0.556
Cl -4.271 3.091 0.990
C -2.628 1.688 -1.076
N -3.498 2.423 -2.107
S -2.750 1.796 -3.596
N -1.443 0.670 -3.154
C -1.467 0.678 -1.641
H 0.244 -3.992 1.973
H 2.010 -3.333 1.872
H 1.792 -5.212 1.866
H 0.990 -5.148 -0.558
H 2.313 -3.805 -0.610
H 1.608 -1.007 -0.611
H 0.685 -1.027 -2.294
H -0.539 -1.439 2.950
H 0.805 -1.472 1.630
H 0.613 0.460 4.174
H 2.852 -0.560 2.572
H -1.563 0.596 4.014
H -2.204 2.393 3.624
H -4.515 1.837 3.531
H -4.210 0.054 2.838
H -0.650 -3.381 7.274
C 2.417 -6.092 -5.003
C 3.380 -5.951 -4.009
C 3.062 -6.364 -2.725
N 1.868 -6.893 -2.380
C 0.953 -7.015 -3.365
C 1.178 -6.635 -4.678
H 2.630 -5.781 -6.021
H 4.355 -5.531 -4.229
H 3.781 -6.277 -1.916
H 0.000 -7.441 -3.061
H 0.407 -6.759 -5.430
C -7.689 5.411 5.548
C -6.634 5.459 4.642
C -6.353 4.321 3.903
N -7.043 3.164 4.013
C -8.060 3.148 4.902
C -8.419 4.235 5.683
H -7.940 6.284 6.144
H -6.045 6.360 4.515
H -5.542 4.308 3.181
H -8.597 2.206 4.973
H -9.247 4.166 6.379
C 1.821 5.934 0.252
C 1.680 7.256 -0.156
C 0.411 7.812 -0.153
N -0.701 7.142 0.220
C -0.534 5.860 0.610
C 0.694 5.218 0.644
H 2.800 5.464 0.264
H 2.539 7.840 -0.468
H 0.250 8.841 -0.460
H -1.444 5.343 0.903
H 0.770 4.187 0.968
C -6.000 -3.653 -1.367
C -5.758 -4.477 -0.273
C -4.510 -4.420 0.327
N -3.511 -3.612 -0.091
C -3.776 -2.825 -1.156
C -4.992 -2.808 -1.820
H -6.966 -3.669 -1.862
H -6.522 -5.148 0.104
H -4.273 -5.041 1.186
H -2.956 -2.186 -1.474
H -5.150 -2.153 -2.669
C 8.121 4.853 0.009
C 7.980 6.175 -0.399
C 6.711 6.731 -0.396
N 5.599 6.062 -0.023
C 5.766 4.779 0.367
C 6.994 4.138 0.401
H 9.100 4.383 0.022
H 8.839 6.759 -0.711
H 6.550 7.760 -0.703
H 4.856 4.262 0.660
H 7.070 3.106 0.725
C 6.218 -3.358 -8.874
C 6.064 -2.948 -7.554
C 4.920 -3.335 -6.876
N 3.939 -4.086 -7.424
C 4.115 -4.467 -8.708
C 5.226 -4.133 -9.466
H 7.102 -3.075 -9.437
H 6.818 -2.342 -7.064
H 4.755 -3.043 -5.842
H 3.312 -5.068 -9.126
H 5.316 -4.469 -10.493
*
```

4.
Entry from OMol25: C15H32CoN8O6 as an isolated structure (wB97M-V/def2-TZVPD).

Output
- ΔE to the lowest compared entry with this formula, charge and spin (kcal per mole) = 0.0
- orbital gap (spin up / spin down) (eV) = 6.0 / 6.0

Structure (ORCA input):
```
! RIJCOSX wB97M-V def2-TZVPD def2/J DEFGRID3
* xyz 1 5
O -0.119 -0.037 -3.961
H -0.334 0.025 -4.906
Co 0.442 -0.225 -0.024
N 0.323 1.391 0.880
N 1.587 0.729 -1.111
N -0.873 -1.049 1.012
N 0.147 -1.736 -1.078
O -0.473 1.740 1.850
O -1.487 -0.561 2.104
O 0.775 -2.050 -2.233
O 2.177 0.258 -2.158
C 1.958 1.977 -0.645
C 1.301 2.303 0.556
C -1.265 -2.290 0.653
C -0.691 -2.681 -0.590
C 1.489 3.524 1.376
H 1.868 3.280 2.379
H 0.539 4.057 1.495
H 2.208 4.201 0.902
C 2.910 2.840 -1.381
H 2.620 2.909 -2.433
H 3.938 2.464 -1.329
H 2.895 3.850 -0.960
C -2.161 -3.141 1.476
C -1.019 -3.958 -1.263
H -2.869 -2.568 2.087
H -1.583 -3.781 2.164
H -2.723 -3.812 0.813
H -0.489 -4.055 -2.214
H -2.101 -4.010 -1.442
H -0.776 -4.822 -0.626
H -1.147 0.434 2.105
H 1.271 -1.204 -2.481
C -1.065 0.744 -3.233
H -0.573 1.586 -2.741
H -1.569 0.126 -2.483
H -1.818 1.127 -3.933
O -3.927 2.152 -0.444
H -3.848 1.209 -0.673
H -3.001 2.441 -0.472
C 2.435 -0.412 2.511
N 2.199 -1.138 1.225
C 1.930 -2.570 1.531
N 3.064 -3.199 2.238
C 3.313 -2.431 3.488
N 3.588 -0.992 3.237
C 4.780 -0.925 2.355
N 4.601 -1.647 1.071
C 3.431 -1.060 0.391
C 4.273 -3.061 1.380
H 1.536 -0.497 3.142
H 2.648 0.654 2.310
H 1.755 -3.109 0.587
H 1.040 -2.639 2.174
H 4.198 -2.855 3.980
H 2.431 -2.518 4.136
H 5.007 0.127 2.138
H 5.616 -1.384 2.894
H 3.275 -1.601 -0.556
H 3.661 -0.005 0.172
H 5.120 -3.507 1.918
H 4.100 -3.600 0.439
*
```

| no. | total energy (eV) |
| --- | --- |
| 1 | -305557.953 |
| 2 | -31358.971 |
| 3 | -120604.474 |
| 4 | -77893.359 |